Entry 1:
24
Properties=species:S:1:pos:R:3 method="wB97M-V/def2-TZVPD" relative_energy_kj_mol=319.1 homo_energy_ha=-0.24524 total_charge=0 orbital_gap_ev=7.1 fmax_ev_per_a=4.08 spin_multiplicity=1
C -1.70 3.32 0.30
C -1.28 3.03 -1.02
C -2.07 2.33 1.13
C -1.12 1.72 -1.36
C -2.14 1.03 0.68
C -1.55 0.69 -0.59
C 0.56 -1.53 1.06
C 1.52 -1.88 0.25
C 1.43 -2.96 -0.76
C 2.86 -1.34 0.54
P -1.38 -1.01 -1.25
Cl -1.18 -1.89 0.60
H -1.71 4.32 0.57
H -1.04 3.94 -1.69
H -2.19 2.47 2.16
H -0.61 1.47 -2.34
H -2.61 0.27 1.26
H 0.65 -0.71 1.62
H 1.18 -2.35 -1.74
H 0.61 -3.56 -0.57
H 2.34 -3.47 -0.79
H 2.87 -0.56 1.24
H 3.38 -1.10 -0.35
H 3.22 -2.23 1.04

Entry 2:
24
Properties=species:S:1:pos:R:3 method="wB97M-V/def2-TZVPD" relative_energy_kj_mol=303.5 homo_energy_ha=-0.32850 total_charge=0 orbital_gap_ev=9.3 fmax_ev_per_a=4.35 spin_multiplicity=1
C 1.46 1.12 1.21
C 2.64 1.66 1.47
C -0.63 1.59 -0.59
C 0.12 -1.06 1.07
C 0.32 0.97 0.38
C 0.29 0.32 1.71
C 0.22 -0.49 -0.33
C -1.04 0.12 -0.96
C 1.35 -1.07 -1.31
C -2.39 -0.22 -0.32
I -0.77 0.94 3.46
I -1.57 -0.18 -3.06
H 3.10 1.47 2.41
H 3.31 2.18 0.84
H -1.29 2.08 0.09
H -0.37 2.25 -1.38
H 0.78 -1.86 1.23
H -0.89 -1.25 1.41
H 1.60 -0.18 -1.97
H 0.87 -2.02 -1.69
H 2.32 -1.23 -0.70
H -2.83 -1.14 -0.78
H -3.05 0.60 -0.78
H -2.09 -0.13 0.69